(1)
Entry from the Open Molecules 2025 dataset: a 19-piece molecular cluster, C19H38Cl38 overall in a non-equilibrium geometry (ωB97M-V with the def2-TZVPD basis set).

```
95
Properties=species:S:1:pos:R:3:mulliken_charge:R:1
C 1.62298 2.80758 6.19100 -0.455
H -5.05701 1.02016 -4.55655 0.230
C -4.56298 -1.39557 1.62100 0.593
H -4.02298 1.54673 -3.13525 -0.250
H -0.66568 4.49345 -3.27757 0.375
H 3.19110 4.40621 0.15234 0.411
Cl 4.18481 2.33551 -0.38806 -0.065
Cl -2.83530 0.53493 -4.90144 -0.108
C 6.34374 -0.23166 -2.69174 0.595
C -4.13903 1.53851 -4.23701 0.274
Cl 4.12197 -3.93684 5.47580 -0.167
H 0.94178 -3.24796 -1.02018 -0.574
Cl -6.78733 -1.31921 -3.90282 -0.151
Cl 0.58951 2.55444 4.73600 -0.055
H -2.19909 -3.52670 -1.96787 0.295
C 1.10023 -3.90594 -0.19028 0.801
C 2.99364 3.36313 0.44018 0.327
H -6.46478 1.65114 0.44587 0.193
H 1.99118 -3.62555 0.40237 0.046
Cl -0.24961 3.11475 -1.39963 0.018
Cl 0.58279 2.28177 -5.01979 -0.153
H 2.23661 0.52848 2.56335 -0.524
H 5.97840 -1.01405 -2.06655 -0.176
H -6.48198 -2.69972 -2.07911 0.306
H -4.96832 -0.84273 0.78192 -0.722
C 2.79678 -0.19549 3.16474 0.398
H -0.91693 -0.08881 5.80154 0.190
H -1.80305 3.14196 -3.21154 -0.168
C -1.54009 -3.23520 -2.78249 -0.505
H -2.44854 3.46661 1.07581 -0.100
H 1.66508 1.92868 -2.95206 -0.236
Cl -8.50548 0.66317 -0.34549 -0.179
H 4.01820 -3.00984 -4.24059 0.299
Cl 3.37356 2.58154 5.84024 -0.138
C -3.42553 3.01794 1.17367 -0.145
Cl -6.46861 2.21920 -1.79555 -0.115
H 0.64277 5.20283 3.21420 -0.120
Cl 2.79465 -2.00116 -2.45595 0.021
C 3.05918 -2.51360 -4.19011 -0.254
C -1.93229 -0.18594 5.42992 -0.013
Cl 1.86363 -3.65498 -4.72762 -0.143
H -4.39939 -0.80598 2.49848 0.190
H 5.40407 -5.45778 -0.11885 0.363
C 4.37457 -4.19358 3.74408 0.235
Cl -4.47995 -1.43300 -2.05501 0.042
H 2.97461 -1.61161 -4.78484 0.141
H -6.12376 0.25426 -0.63269 -0.698
H 2.01106 3.00992 0.16337 -0.642
Cl 3.18462 3.23364 2.23089 -0.080
Cl 3.20910 1.09026 -4.57327 -0.197
Cl 5.10590 -3.12928 0.04220 -0.103
Cl -2.57090 4.92019 -1.90562 -0.137
C -0.05980 -0.04245 0.70026 -0.225
Cl -0.23525 5.57247 1.11692 -0.082
H 1.16728 0.38618 -3.68992 -0.258
Cl -2.41339 -3.45280 -4.35161 -0.187
Cl -1.94822 -1.43211 4.17015 -0.055
Cl -3.39201 1.58894 0.14482 0.049
H 5.39830 -4.47304 3.60504 0.339
Cl 5.85732 -4.82660 -2.27870 -0.161
C -5.81032 -2.32988 -2.85591 -0.467
Cl 4.37743 -0.48726 2.35594 -0.165
C -1.31167 3.88992 -2.62583 -0.108
Cl -5.83864 -2.61843 2.00107 -0.189
Cl -3.03085 -2.05676 1.08282 0.060
Cl 1.75293 -1.65758 3.26746 -0.111
H 3.86755 -4.94572 -1.00104 -0.202
Cl 1.53278 -0.10335 -0.07832 0.394
C 0.47218 6.13473 2.66930 -0.023
Cl 1.99375 7.04553 2.49823 -0.148
H -0.64726 -3.83852 -2.74495 0.275
Cl -1.02911 -1.55634 -2.59284 0.116
Cl -0.20469 1.32490 1.82364 0.166
Cl 1.31226 -5.56571 -0.78121 -0.220
H -4.20765 3.70106 0.75494 0.395
H -0.82035 0.01312 -0.07345 0.097
Cl 6.94813 -0.98177 -4.19974 -0.187
Cl 7.59861 0.69300 -1.84586 -0.178
Cl -0.29497 -3.73439 0.86353 -0.142
H 1.37344 2.01576 6.86558 0.309
H 2.98936 0.09550 4.18278 0.311
C 4.92270 -4.74432 -0.77431 0.084
H 1.44494 3.84414 6.52279 0.326
H -5.37264 -3.11592 -3.46712 0.316
Cl -4.09915 3.18774 -4.83580 -0.149
Cl 3.34200 -5.46458 2.98846 -0.163
H -0.10259 -0.90099 1.32239 -0.039
C -6.76439 1.12020 -0.46097 0.720
Cl -3.76174 2.57600 2.86605 -0.157
H 5.53090 0.47086 -2.95901 -0.067
H -0.31952 6.76463 3.08172 0.368
C 1.57284 1.38464 -3.86180 0.814
H 4.15894 -3.28034 3.21040 -0.280
Cl -3.01661 -0.61650 6.73104 -0.177
H -2.24070 0.77127 5.06966 0.034
```

The gap between HOMO and LUMO is 10.765 eV. For the max |F|, the calculation gives 1.4 eV/Å.

***

(2)
Entry from the Open Molecules 2025 dataset: a 7-piece molecular cluster, C19H38Cl6O12 overall in a non-equilibrium geometry (ωB97M-V with the def2-TZVPD basis set).

```
75
Properties=species:S:1:pos:R:3:mulliken_charge:R:1
O -2.74623 2.11473 3.34673 -0.584
H -1.35204 3.49506 6.56484 0.357
C 2.61516 2.29632 -1.01847 -0.160
C -5.64127 3.01728 0.85244 0.658
Cl -0.46080 -0.91619 -2.01916 -0.168
O 6.99103 -1.87819 2.30427 -0.584
H 2.05823 -0.35388 -5.94232 0.408
H 3.19315 1.41791 -1.30558 0.035
H -2.11703 2.07610 5.85049 0.262
C -3.51976 3.30029 6.62213 -1.143
H -1.37764 3.05468 1.10532 0.194
O 3.63306 -4.46479 -3.66399 -0.628
H 4.50400 -0.40556 1.49991 0.225
O -5.55388 2.13478 -2.55591 -0.554
H -4.85333 -0.50934 -2.30650 0.325
H 10.04591 -1.43847 0.16369 0.230
O 2.40422 -2.66650 -4.30279 -0.240
H 4.17107 -1.17197 -1.20912 0.270
O 2.00103 -4.67976 -5.15943 -0.337
H 2.82709 -0.98944 -0.01508 -0.133
O 5.96486 -1.28106 0.43002 -0.215
Cl -1.77717 0.27994 0.29408 0.046
O -2.05593 4.21205 2.61854 -0.325
H -3.97799 -0.76454 -0.76176 0.234
H -3.45796 -4.30015 3.25155 0.338
H 4.61402 -2.14493 1.65758 0.367
H 3.57205 -2.53279 -0.37907 0.385
O 8.09877 -1.51621 0.37463 -0.342
C -5.53841 2.02370 -1.36016 0.686
H 1.55183 -6.56649 -5.85796 0.242
H -3.59643 2.81436 7.59481 0.374
C 9.33178 -1.95387 0.80595 -0.663
O -5.17918 0.88667 -0.72203 -0.289
H 0.38850 -0.38466 -5.82955 0.405
Cl 2.62591 2.31544 0.76484 -0.159
H 0.46653 -0.15082 0.08837 0.003
H -5.95315 2.09066 1.33431 0.319
O -6.01939 2.97762 -0.51025 -0.364
H -3.76302 4.34879 6.79409 0.307
C -5.89243 4.28170 1.64256 -1.209
H 9.51338 -3.02534 0.72182 0.281
C 7.04859 -1.57301 1.14041 0.743
C -4.34527 -0.02457 -1.47285 -0.660
H -1.69870 4.66020 0.50465 0.347
C -2.15417 3.16409 5.90518 -0.155
H -4.56484 2.91128 0.71765 -0.489
H -3.64128 -2.77394 2.64009 0.186
Cl 1.00191 2.01443 -1.67641 -0.110
H -5.47393 5.11339 1.07576 0.337
H 1.08488 -2.56961 -5.95136 0.287
C 4.70101 -1.32359 0.94629 -0.321
H 3.03026 3.20274 -1.45914 0.395
C 2.71707 -3.95905 -4.32462 0.765
H -6.97986 4.33964 1.68994 0.392
H -3.49020 0.57867 -1.77791 0.301
Cl -1.48234 -3.50658 2.11218 -0.119
H -0.54061 -1.65193 0.24660 0.075
H 9.49360 -1.70986 1.85588 0.329
C 1.25743 -2.16823 -4.95275 -0.167
H -5.48816 4.23432 2.65370 0.273
C 2.42386 -6.05123 -5.45525 -0.681
C -2.27381 3.28787 3.55119 0.778
H -2.93640 3.68978 0.70687 -0.131
H 2.87771 -6.58083 -4.61761 0.312
C -0.42613 -0.68327 -0.23991 -0.004
C -2.01789 3.92583 1.24419 -0.162
H 0.30466 -2.38807 -4.47111 0.314
C -3.16725 -3.71933 2.37621 -0.240
Cl -3.98861 -4.36879 0.87014 -0.175
H 3.11124 -6.04551 -6.30117 0.297
C 3.77883 -1.47200 -0.23741 -0.536
C 1.27191 -0.61606 -5.23446 -1.118
H 1.22642 0.07598 -4.39356 0.151
O -2.12586 3.89541 4.68965 -0.342
H -4.27267 3.04851 5.87524 0.273
```

The SMILES is CCOC(=O)OC.CCOC(=O)OC.CCOC(=O)OC.CCOC(=O)OC.ClCCl.ClCCl.ClCCl. The gap between HOMO and LUMO is 10.795 eV. For the max |F|, the calculation gives 5.5 eV/Å.

***

(3)
Entry from the Open Molecules 2025 dataset: a 7-piece molecular cluster, C19H38Cl9F3O8 overall in a non-equilibrium geometry (ωB97M-V with the def2-TZVPD basis set).

```
77
Properties=species:S:1:pos:R:3:mulliken_charge:R:1
H -5.22956 -2.56050 8.26202 0.288
C -0.53616 -3.30235 -3.07123 -0.216
O 2.97388 6.49838 -3.00977 -0.293
C 0.63707 -2.21685 1.23739 0.383
Cl -2.78160 1.72326 -2.33909 -0.031
H -1.20871 -1.91877 -4.71318 0.357
H -0.20578 0.62007 -4.65451 0.377
C 1.21996 -3.08335 2.42216 0.735
H 4.85266 7.36599 -2.90509 0.321
O -0.51733 -2.38515 0.87744 -0.300
C -2.35501 -1.94693 5.48764 -0.295
C -3.19256 -2.13940 -0.39759 1.868
O 0.64478 -3.43047 -2.29973 -0.013
C -0.36496 -2.14927 -4.02910 -0.858
H 0.23896 -1.20401 -0.91462 -0.434
H -3.45726 3.51616 -0.99144 0.289
H 3.97953 7.61027 -4.37635 0.255
Cl 4.39612 -0.51176 -2.54107 -0.159
H 3.89588 6.30235 -1.17253 0.338
H 2.22948 2.81251 -3.09988 0.331
Cl -3.50640 -3.81682 0.07885 -0.146
C -3.07416 -2.06745 6.82583 -0.700
O -1.86257 -0.66805 5.30793 -0.372
H 0.99660 -5.49218 -2.26737 0.278
Cl -2.15337 4.64037 -2.59448 -0.109
C 2.22101 4.93274 -1.37517 -0.407
H -1.50911 -2.63468 5.39624 0.335
O 3.11986 3.82273 -1.52802 -0.411
Cl -3.76811 -1.88413 -2.00186 -0.117
H 2.30112 7.04112 -1.12116 0.383
H 0.51756 1.28488 0.98865 0.324
H 1.32176 4.84895 -2.01695 0.288
C 3.84133 -2.16240 -2.76661 1.175
H 3.20526 1.86787 -1.90258 -0.047
C 0.85126 -4.61952 -1.55994 -0.744
H -0.92585 0.26756 0.55998 0.108
C -3.30955 3.41935 -2.05984 -0.040
H 1.80337 -0.16161 -0.75803 0.016
H -1.40867 -3.18624 -2.41132 -0.122
Cl -4.86193 3.67502 -2.79757 -0.123
C 0.02236 0.68515 0.18879 -0.940
H -2.49227 -1.59108 7.62483 0.322
H -0.18289 1.32027 -0.65508 0.107
C 3.86588 7.54268 -3.31449 -0.730
C -0.83384 -0.53173 4.38223 -0.365
H -6.05476 -1.00767 7.72334 0.251
C 0.44338 0.04350 -3.99770 -0.672
C 0.86337 -0.49246 -0.31409 1.192
C -5.13009 -1.52872 7.87711 -0.737
H -1.32654 -0.43581 3.39928 0.201
H 1.60436 2.58004 -1.46105 0.189
H -2.12645 -2.00215 -0.45633 -1.501
H -3.07203 -3.13037 7.09191 0.382
C 2.88549 6.25870 -1.61849 -0.671
F 2.25944 -3.73959 1.96067 -0.245
Cl 4.28888 -3.20696 -1.46379 -0.139
H 1.27824 -0.34038 -4.60221 0.369
H 1.01200 0.72998 -3.33459 -0.083
H 1.77131 -4.47869 -1.00387 0.172
H -0.69442 -4.18142 -3.72676 0.453
O -4.39647 -1.52475 6.71329 -0.258
C 2.51080 2.70530 -2.00800 -0.227
O 1.49426 -1.33431 0.81320 -0.477
H -0.22955 -1.42839 4.33253 0.076
H -0.00751 -4.88897 -0.89312 0.239
F 0.37086 -3.94894 2.96289 -0.251
H -4.61352 -0.99478 8.69564 0.301
F 1.56412 -2.19550 3.34406 -0.262
H 2.75519 -2.07126 -2.75459 -0.748
O -0.22031 -0.97115 -3.30460 0.166
H 1.85447 4.93609 -0.34998 0.356
H 0.46193 -2.44616 -4.61472 0.465
H -3.04594 -2.12226 4.66482 0.263
Cl 4.54804 -2.75461 -4.26900 -0.156
H -0.19614 0.34169 4.56299 0.305
Cl -3.71512 -0.96009 0.83228 -0.134
H 3.46472 8.45707 -2.79546 0.277
```

The SMILES is CCOC(=O)C(F)(F)F.ClC(Cl)Cl.ClC(Cl)Cl.ClC(Cl)Cl.COCCOC.COCCOC.COCCOC. The gap between HOMO and LUMO is 9.792 eV. For the max |F|, the calculation gives 2.5 eV/Å.

***

no.,HOMO (eV)
1,-10.8
2,-10.4
3,-9.4